Entry 1:
The following is a quantum chemistry calculation of a structure of composition C6H4F18LiN3O14S6 in a non-equilibrium geometry, from the OMol25 dataset.

Geometry (Å):
Li1 -8.01 -4.71 0.11
C1 -5.00 -8.15 -1.23
F1 -4.83 -9.40 -1.60
F2 -4.58 -8.05 0.03
F3 -4.26 -7.35 -1.97
S1 -6.79 -7.56 -1.40
O1 -6.83 -6.42 -0.50
O2 -6.94 -7.30 -2.81
N1 -7.69 -8.99 -1.00
S2 -7.54 -9.20 0.56
O3 -6.44 -10.10 0.85
O4 -7.64 -8.08 1.48
C2 -8.96 -10.34 0.89
F4 -8.90 -10.76 2.15
F5 -10.14 -9.71 0.75
F6 -8.95 -11.38 0.07
C3 -6.37 -1.34 0.76
F7 -5.30 -0.72 1.25
F8 -7.28 -1.44 1.71
F9 -6.84 -0.59 -0.23
S3 -5.88 -3.06 0.10
O5 -4.55 -3.00 -0.43
O6 -6.09 -3.98 1.18
N2 -7.17 -3.36 -1.03
S4 -6.47 -3.32 -2.46
O7 -5.93 -2.05 -2.88
O8 -5.66 -4.48 -2.72
C4 -7.95 -3.62 -3.61
F10 -8.92 -2.71 -3.37
F11 -7.55 -3.47 -4.87
F12 -8.40 -4.82 -3.36
C5 -12.15 -5.89 0.11
F13 -13.36 -6.25 -0.25
F14 -12.21 -4.74 0.77
F15 -11.62 -6.83 0.89
S5 -11.04 -5.67 -1.40
O9 -9.71 -5.42 -0.86
O10 -11.21 -6.90 -2.15
N3 -11.69 -4.30 -2.14
S6 -12.20 -4.79 -3.58
O11 -11.29 -5.46 -4.46
O12 -13.52 -5.40 -3.52
C6 -12.49 -3.11 -4.45
F16 -13.18 -3.32 -5.57
F17 -13.12 -2.26 -3.63
F18 -11.34 -2.52 -4.80
O13 -9.31 -4.21 1.76
H1 -9.80 -4.98 2.07
H2 -9.71 -3.46 2.19
O14 -9.45 -2.08 -0.54
H3 -8.57 -2.45 -0.80
H4 -9.29 -1.63 0.29

- Charge: -2
- HOMO: -4.728 eV
- HOMO-LUMO gap: 8.365 eV
- 2S+1: 1


Entry 2:
The following is a quantum chemistry calculation of an isolated molecule of C6H4F3NOS in a non-equilibrium geometry, from the OMol25 dataset.

Geometry (Å):
O1 -1.31 -2.97 -0.61
N1 -0.84 -1.63 -0.31
C1 -0.63 -0.73 -1.41
C2 -0.15 0.50 -1.16
C3 0.29 0.95 0.23
C4 0.82 2.34 0.29
F1 -0.23 3.18 0.23
F2 1.74 2.68 -0.71
F3 1.53 2.65 1.35
C5 0.29 -0.02 1.19
C6 -0.29 -1.35 0.97
S1 -0.27 -2.46 2.19
H1 -0.96 -3.68 0.01
H2 -0.62 -0.98 -2.43
H3 0.00 1.15 -2.01
H4 0.65 0.36 2.17

- Charge: 0
- SMILES string: On1ccc(C(F)(F)F)cc1=S
- HOMO: -8.673 eV
- HOMO-LUMO gap: 7.937 eV
- 2S+1: 1


Entry 3:
The following is a quantum chemistry calculation of an isolated molecule of C6H4F4O in a non-equilibrium geometry, from the OMol25 dataset.

Geometry (Å):
C1 -0.46 -1.05 -1.37
C2 0.61 -0.32 -1.33
C3 -1.57 -1.05 -0.42
C4 -1.64 -0.38 0.73
C5 0.91 0.87 -0.37
C6 0.77 0.62 1.05
O1 0.83 1.54 1.95
F1 -2.71 -1.77 -0.88
F2 -2.44 -0.14 1.72
F3 2.27 1.23 -0.42
F4 1.34 -0.49 1.46
H1 -0.61 -1.66 -2.20
H2 1.20 -0.46 -2.12
H3 0.48 1.87 -0.72
H4 1.03 1.19 2.92

- Charge: 0
- HOMO (spin up / spin down): -6.760 / -9.290 eV
- HOMO-LUMO gap (spin up / spin down): 7.205 / 7.841 eV
- 2S+1: 3